This record from the OMol25 dataset describes a cluster of 16 separate species, C5H39NO15 in total. The level of theory is ωB97M-V with the def2-TZVPD basis set.

LUMO level = -0.1 eV
HOMO = -8.419 eV

The geometry in XYZ format:
```
60
Properties=species:S:1:pos:R:3:forces:R:3:lowdin_charge:R:1
H 0.92256 -2.28457 -1.63798 0.1 -1.3 0.5 0.026
C -0.70828 0.51234 2.24679 -0.6 -1.0 -2.1 -0.161
H 0.54823 -0.00980 -1.15249 -0.3 -1.3 -0.9 0.036
H 2.38773 -2.02972 3.35499 0.4 -0.4 -0.4 0.078
H -2.63592 -2.92544 -0.78480 -0.2 2.0 0.8 0.064
O 1.10045 -3.26125 -1.41614 0.6 1.7 -0.8 -0.097
H -1.48407 -1.55781 1.95530 0.0 1.8 0.2 0.056
H 3.39092 -0.78481 -0.04961 -0.8 1.4 -0.7 0.060
C -1.50513 4.19480 -0.57235 0.8 -3.1 0.4 0.030
O -3.50397 1.15561 2.50542 -0.2 2.2 1.5 -0.002
C -0.88724 1.07068 0.80965 1.0 -0.4 1.0 -0.188
H 1.81113 2.72802 0.97628 -1.7 0.4 -0.2 0.011
H 0.84754 -0.12453 -2.56166 1.8 0.7 -2.3 -0.004
H 1.95985 -2.81386 2.10864 0.1 0.1 0.0 -0.009
H 2.43624 1.36475 0.59817 -0.9 -1.9 -0.8 -0.035
H -1.93488 0.98077 0.55825 -0.2 -0.3 -0.4 0.100
H -3.52301 -1.57292 -0.55333 1.7 -0.7 0.4 0.018
O 2.75684 -2.56846 2.62813 -0.4 0.4 0.7 -0.072
H 4.48852 -2.26514 0.32042 0.5 0.4 0.3 0.070
H -2.07482 4.54153 0.26156 0.4 0.3 0.7 0.051
H 4.00007 1.18495 -0.81530 0.4 -1.0 -0.8 0.024
O -2.78975 0.14235 -2.84837 -0.7 -3.0 -1.5 -0.087
O 4.55800 -1.52317 0.95430 -0.1 -0.9 -0.8 -0.063
H -4.43666 1.28012 2.56533 -1.1 0.0 0.1 0.063
H 2.06545 -0.79816 0.39080 -0.2 1.1 -1.4 0.090
H -1.88202 0.06697 -2.55866 0.7 0.2 0.5 -0.002
H -2.88613 -0.82378 -3.21380 0.1 2.6 0.8 0.111
H 0.07008 -3.21348 0.54849 0.7 -0.2 0.4 0.053
H 0.73559 -4.28522 1.47426 -0.2 0.1 -0.3 0.075
O -4.58390 -0.23900 -0.77253 0.9 -3.0 -2.0 -0.024
O 0.57028 -3.33825 1.38145 -0.7 -0.2 -0.1 -0.060
H -3.35081 0.42192 1.98217 0.5 -2.5 -1.6 -0.007
H -0.52471 -2.44527 -3.00574 1.9 2.6 1.9 -0.067
O 2.52318 -0.30145 -0.36466 1.0 -2.7 3.1 -0.146
H 2.55347 1.10788 -2.23308 0.5 -0.7 -1.4 0.040
C -0.88607 2.98551 -0.63526 -0.1 1.2 1.4 -0.206
H -1.24383 -1.11037 3.73766 0.9 1.5 -2.6 0.112
O -2.61315 -2.00047 -0.38260 -1.2 -1.4 -1.0 -0.135
C -1.15306 -0.68985 2.60497 -0.4 -2.6 2.3 -0.034
H 2.02964 -3.32213 -1.71648 -0.7 -0.3 0.3 0.060
N -0.42790 2.43954 0.56847 -0.5 0.2 1.2 -0.072
H -1.76584 2.75908 3.91644 0.0 -0.5 0.5 0.035
O 0.36234 -0.59859 -1.93034 -1.9 0.0 2.4 -0.058
O 2.57539 0.47488 -3.01364 -0.5 0.9 0.6 -0.086
H -0.15871 1.13426 2.87348 0.4 1.1 1.5 0.075
H 3.74712 2.44765 -0.56237 -0.9 2.9 2.1 -0.015
H -4.90212 0.47422 -0.32173 -1.3 3.0 1.7 -0.001
O -1.99689 3.20206 3.11171 1.6 2.3 0.3 -0.038
H 3.40991 0.02058 -2.86978 0.0 0.0 -0.1 0.044
H -0.25300 0.48060 0.14680 -0.6 -0.4 0.0 0.079
O 2.58939 2.21647 0.93020 2.5 1.5 1.4 -0.017
O -0.98700 -3.02872 -3.51884 -2.1 -1.0 -2.8 0.003
H 4.09131 -1.92288 1.72184 -0.2 0.3 0.1 0.016
H -1.01701 -3.78847 -2.97763 0.0 -1.5 0.7 0.013
H -1.40976 4.75737 -1.40451 -0.6 1.9 -2.7 0.002
H -2.62638 2.68076 2.66658 -1.2 -1.4 -0.6 -0.038
H -0.58332 3.12582 1.33518 -0.2 -1.1 -0.5 0.111
H -4.31872 0.03961 -1.66895 0.3 0.2 0.4 0.040
H -0.61184 2.38255 -1.50593 0.0 0.7 -0.1 0.110
O 3.93407 1.99064 -1.33922 0.9 -1.5 -1.3 -0.035
```
Positions in Å, forces in eV/Å.

---

This record from the OMol25 dataset describes a cluster of 15 separate species, C5H39O15 in total. The level of theory is ωB97M-V with the def2-TZVPD basis set.

Total charge = -1
LUMO level = 2.5 eV
HOMO = -6.597 eV

The geometry in XYZ format:
```
59
Properties=species:S:1:pos:R:3:forces:R:3:lowdin_charge:R:1
H 0.99127 -2.34517 -3.50972 0.0 -0.7 1.2 0.069
O -3.85723 -0.89262 1.56895 2.3 2.8 -1.4 -0.102
H 0.38898 1.78448 2.90953 1.0 0.2 0.3 0.015
H -0.27699 2.08659 -3.39239 1.9 -2.0 1.9 0.125
H -0.20140 -3.84216 -0.04262 2.7 -0.8 0.2 0.089
H -1.99770 -2.11117 -1.16013 -0.2 -0.3 1.3 0.048
H 0.73297 -2.80063 -1.97911 1.9 -5.6 4.9 -0.102
H 0.19992 1.00698 -2.19018 -1.2 -0.1 0.1 0.000
C 3.33263 1.56634 -0.19097 -0.5 2.4 -1.3 -0.228
H -0.06182 -0.91755 -0.20130 1.5 -1.0 1.0 0.136
O 1.26360 1.68988 3.37236 -1.0 0.2 -0.7 -0.075
O -2.70071 0.20550 -3.41111 -0.2 0.3 1.0 -0.072
O -3.86640 0.39567 -0.66637 0.7 -0.6 -2.9 -0.078
H 2.67383 2.58656 1.43344 -0.7 1.1 -0.4 0.064
H 2.81430 -0.34681 -2.99230 -0.7 1.8 -1.5 0.049
H -2.05962 1.00809 -0.92394 1.8 0.4 0.7 0.042
H -0.33536 3.38014 -0.83849 1.0 1.7 -0.7 0.046
H -3.65671 0.02479 0.18081 -0.3 -0.5 2.0 -0.035
H -2.39323 1.03484 -3.81871 -0.3 -0.5 0.6 0.035
H 3.68268 1.94515 -1.21662 0.1 -1.5 1.1 0.115
H -4.39276 -1.47113 2.01301 -1.9 -2.2 1.7 -0.005
H 0.87867 0.54716 1.35424 1.0 -1.1 -0.5 0.111
O 0.79849 -4.11210 -0.00568 -2.6 -0.6 -0.9 -0.130
C 2.19842 0.55038 -0.36248 -0.7 1.4 0.7 -0.231
H 0.64411 3.37595 -1.92989 -0.2 1.3 0.7 0.025
H -3.73025 -0.44819 -1.18045 -0.7 0.9 0.7 0.058
H -0.51211 -1.66074 1.81157 1.4 -1.0 0.2 0.061
C 2.67347 2.85768 0.35142 0.3 -0.7 1.7 -0.117
O 0.48104 1.57887 -2.90343 -1.1 2.6 -2.5 -0.112
O 2.60999 0.30565 -3.74250 0.6 -0.5 1.5 -0.139
H -2.38716 -2.29119 0.42072 0.4 0.6 0.0 0.009
O -2.56073 -2.55637 -0.48616 0.0 -0.3 -1.5 -0.057
H 2.16366 1.11618 -3.35444 0.5 -1.8 -0.4 0.014
H 1.29972 0.99063 -0.84866 1.2 -0.1 0.0 0.079
O -1.38169 1.59596 2.53223 11.1 -3.0 4.5 0.030
C 0.86842 -1.37878 0.40316 -3.5 0.2 -2.4 -0.317
H 2.25439 -2.02449 2.92907 -0.8 2.3 1.3 0.077
H 3.20173 3.82771 0.19842 -0.2 -0.8 0.0 0.078
H 1.64372 2.91323 -0.04954 0.8 0.3 0.5 0.041
O 0.28282 4.05853 -1.28403 -1.2 -2.9 -0.4 -0.137
O 0.38523 -2.17148 1.44449 -1.6 1.4 1.2 -0.198
H 2.63436 -0.15754 -0.95671 0.6 -2.3 -1.9 0.062
H -2.90892 0.36854 -2.44604 0.4 0.3 -1.9 0.005
H 4.17595 1.23821 0.46988 -0.7 0.1 -0.8 0.117
H 0.95756 1.56158 4.26508 0.1 -0.1 0.7 0.036
O 2.14294 -1.21575 3.54114 0.9 -2.5 0.0 -0.112
H -2.93172 -0.81799 2.05904 -0.8 -0.9 0.1 -0.020
H -2.09474 1.84010 2.21462 -11.0 3.6 -4.6 -0.092
O -1.64409 -1.09625 2.54247 1.3 0.3 1.2 -0.296
O -1.07154 1.20339 -0.74184 -2.1 0.8 3.1 -0.138
H 2.41704 -0.43399 1.53446 -0.3 0.3 -0.7 0.109
C 1.60304 -0.16272 0.83075 1.0 1.1 1.1 -0.195
O 0.60024 -2.24934 -2.62524 -1.9 6.1 -6.2 0.015
H -1.38957 0.63509 2.71633 -0.4 -0.8 -0.4 0.026
H -1.35667 -1.30174 3.46261 -0.5 0.1 -1.0 0.048
H 1.22352 -2.10383 -0.36101 1.1 1.3 0.8 0.088
H -1.08119 1.45401 0.28905 0.1 -1.0 -3.1 0.110
H 1.84536 -0.47217 3.02147 -0.3 0.1 -0.1 -0.048
H 1.03261 -3.69328 0.83542 -0.2 0.1 0.0 0.007
```
Positions in Å, forces in eV/Å.

---

This record from the OMol25 dataset describes a cluster of 2 separate species, C5H3Br in total. The level of theory is ωB97M-V with the def2-TZVPD basis set.

LUMO level (alpha / beta) = -2.1 / -2.2 eV
HOMO (alpha / beta) = -9.746 / -9.697 eV

The geometry in XYZ format:
```
9
Properties=species:S:1:pos:R:3:forces:R:3:lowdin_charge:R:1
H -1.00815 -0.11880 -1.09310 1.0 -0.9 -0.2 0.045
H 1.85363 -0.36463 -0.17450 2.1 -0.8 0.3 0.079
H 0.12881 -1.43312 -1.72924 0.4 -1.1 -0.2 0.061
C 0.00610 -0.60148 -1.09516 -1.4 2.1 -0.1 0.032
C 0.93555 0.05006 -0.38220 -1.7 -0.5 -0.8 -0.334
Br -0.66420 2.30804 -0.48648 0.4 0.1 0.9 0.775
C -0.47216 -0.08785 2.22362 4.1 4.5 -2.2 -0.175
C -1.31102 -0.91211 2.35457 -3.3 -3.3 0.7 -0.039
C 0.53145 1.15989 0.38249 -1.7 0.0 1.4 -0.443
```
Positions in Å, forces in eV/Å.

---

This record from the OMol25 dataset describes a structure of composition C5H3Br2I2N. The level of theory is ωB97M-V with the def2-TZVPD basis set.

LUMO level (alpha / beta) = -2.0 / -2.0 eV
HOMO (alpha / beta) = -8.442 / -8.483 eV

The geometry in XYZ format:
```
13
Properties=species:S:1:pos:R:3:forces:R:3:lowdin_charge:R:1
Br -4.21031 2.11181 -0.07008 -0.1 0.2 -0.1 0.573
I -3.82710 -0.91362 -1.50340 -0.3 0.3 0.1 0.840
C -3.35516 0.45119 0.00481 1.7 -0.1 0.1 -1.805
N -1.00991 -0.58911 -0.47851 0.7 -1.7 0.3 -0.148
H -1.57018 1.16134 -1.55289 -0.1 0.0 -0.3 0.081
H 0.27935 -1.80460 0.59873 0.1 -0.2 0.1 0.106
H 1.75675 0.45020 0.99319 0.2 0.0 0.1 0.101
C 0.10244 1.37518 -0.09558 -0.7 -0.2 0.3 -0.707
C -1.10032 0.74783 -0.67870 -0.5 0.8 0.1 -0.316
Br 0.52839 3.19069 -0.25672 0.0 -0.2 0.1 0.735
C 0.82274 0.37010 0.47571 -0.1 1.1 0.0 -0.091
I -3.14950 -0.37158 1.92048 -0.1 0.2 -0.2 0.804
C 0.05808 -0.81410 0.24864 -0.9 -0.2 -0.7 -0.171
```
Positions in Å, forces in eV/Å.

---

This record from the OMol25 dataset describes a structure of composition C5H3CeO6. The level of theory is ωB97M-V with the def2-TZVPD basis set.

Total charge = +2
LUMO level (alpha / beta) = -9.8 / -9.8 eV
Spin multiplicity = 2
HOMO (alpha / beta) = -17.326 / -17.295 eV

The geometry in XYZ format:
```
15
Properties=species:S:1:pos:R:3:forces:R:3:lowdin_spin:R:1
O -0.14262 -1.88411 2.22343 -0.4 0.5 -0.2 -0.002
C -0.04126 -1.66267 -1.69889 -0.2 -1.8 -0.8 -0.003
H -0.72108 -2.63841 2.03988 0.0 -0.4 0.6 0.000
C -2.41924 -0.06987 -0.08917 -5.7 -1.0 -1.8 0.001
O -0.02461 2.65342 2.14330 0.0 -2.8 -2.3 0.001
O -0.08884 -2.70064 -0.95301 0.3 2.7 -2.6 0.005
O -3.50140 -0.28449 -0.43025 4.5 1.1 1.5 0.003
C -0.00774 1.50619 -1.98694 0.0 2.5 -3.1 -0.001
C -0.00574 1.75171 1.44117 -0.1 3.7 2.7 -0.001
H 0.13531 -1.34439 -2.75584 -0.4 -2.2 -0.1 -0.001
C 2.54755 -0.05427 -0.10956 7.6 -0.4 -2.3 -0.002
O -0.01002 2.22342 -2.88422 0.0 -2.6 3.2 0.000
O 3.63089 -0.20706 -0.50245 -5.3 0.9 2.0 0.000
Ce 0.13228 -0.62204 0.15866 -0.4 0.4 3.0 1.001
H -0.51338 -1.36048 2.95871 0.1 -0.7 0.1 0.000
```
Positions in Å, forces in eV/Å.

---

This record from the OMol25 dataset describes an isolated molecule of C5H3Cl2F. The level of theory is ωB97M-V with the def2-TZVPD basis set.

SMILES = CC#CC(F)=C(Cl)Cl
LUMO level = 0.5 eV
HOMO = -8.827 eV

The geometry in XYZ format:
```
11
Properties=species:S:1:pos:R:3:forces:R:3:lowdin_charge:R:1
Cl 0.32657 4.62740 -0.99478 0.4 0.1 0.1 0.656
Cl 3.12368 5.60361 -0.82944 -0.6 -0.5 0.2 0.643
H -0.41143 -0.47319 -0.97066 -0.3 -1.1 -0.5 0.069
C 2.38819 3.07085 -0.24709 -0.5 1.8 -0.4 -0.431
C 1.52514 1.96253 -0.15282 -1.1 -2.0 -0.4 0.008
H -0.86347 0.30189 0.47376 -2.7 0.7 1.5 0.040
C 1.97553 4.31386 -0.60301 0.5 -0.6 -0.1 -1.055
H 0.42197 -0.92590 0.74705 -1.3 1.5 -2.2 0.152
F 3.68984 2.90242 0.01379 0.0 -0.3 0.1 0.055
C -0.08867 -0.14224 -0.01409 3.3 -1.5 1.1 -0.083
C 0.79849 0.98080 -0.21476 2.1 2.0 0.6 -0.053
```
Positions in Å, forces in eV/Å.